Entry from OMol25: C6H8 in the gas phase (ωB97M-V with the def2-TZVPD basis set).

```
14
C6H8 ωB97M-V with the def2-TZVPD basis set
C -2.906 -0.383 0.247
C -1.737 -0.135 0.400
C -0.317 0.153 0.557
C 0.708 -0.962 0.224
C 1.622 0.118 -0.392
C 0.389 1.040 -0.503
H -3.942 -0.603 0.114
H -0.124 0.551 1.560
H 1.094 -1.553 1.059
H 0.306 -1.637 -0.538
H 2.348 0.497 0.334
H 2.147 -0.133 -1.318
H -0.102 0.947 -1.476
H 0.515 2.100 -0.268
```

Calculated values
**HOMO level**: -9.81 eV
**Kohn-Sham gap**: 10.99 eV
**SMILES**: C#CC1CCC1
**E_tot**: -233.326405 Eh
**Total charge**: 0